Record 1
# C4H4CuO2

C4H4CuO2 as an isolated structure at a distorted geometry (wB97M-V/def2-TZVPD, the Open Molecules 2025 dataset).

Properties
charge	0
energy	-1945.454638	Ha
largest force on an atom	3.5	eV Å⁻¹
HOMO level (alpha / beta)	-7.5 / -6.9	eV
2S+1	2
orbital gap (alpha / beta)	0.2026 / 0.1787	Ha
energy above the lowest of the compared OMol25 structures with the same formula, charge and spin	109.4	kcal/mol

```
11
Properties=species:S:1:pos:R:3:forces:R:3
H -1.420813 -1.405605 -0.815799 -0.457 0.142 -0.350
O 2.520432 0.908308 0.430455 0.036 0.131 -0.023
C 1.591154 -0.152831 0.236832 0.465 -0.286 -0.382
C 0.291636 0.358677 -0.230316 -0.435 -1.271 1.486
C -0.881457 -0.221515 -0.251599 -0.011 2.581 -2.323
C -2.048000 -0.119377 -1.030750 0.849 -1.384 2.924
O -3.194059 0.164186 -0.584842 -0.990 0.898 0.050
Cu -3.696886 1.509670 1.055004 0.743 -1.071 -1.280
H 3.402429 0.533822 0.516355 -0.072 -0.030 0.013
H 1.455986 -0.705528 1.185972 -0.145 0.141 -0.300
H 1.979574 -0.869805 -0.511307 0.016 0.151 0.184
```
Forces are in eV/Å.

Record 2
# C4H4Er

C4H4Er as an isolated structure at a distorted geometry (wB97M-V/def2-TZVPD, the Open Molecules 2025 dataset).

Properties
charge	+3
energy	-1168.384903	Ha
largest force on an atom	4.6	eV Å⁻¹
HOMO level (alpha / beta)	-23.1 / -23.1	eV
2S+1	4
orbital gap (alpha / beta)	0.2214 / 0.2000	Ha

```
9
Properties=species:S:1:pos:R:3:forces:R:3
C 1.483170 0.041300 1.034273 2.227 2.966 2.680
C 0.816629 0.009144 -0.001198 -3.634 -0.503 -2.204
H 2.560953 -0.020720 1.271569 -0.457 -0.861 0.129
Er 0.686928 2.157212 2.178339 0.555 -1.590 -0.899
C -0.234801 -0.111372 -0.950893 2.110 0.571 -0.231
C -1.427960 -0.627224 -0.612795 -0.841 -0.538 0.547
H -2.220578 -0.716797 -1.356037 0.080 0.030 0.100
H -0.016007 0.205329 -1.972967 -0.017 0.086 0.138
H -1.648335 -0.936874 0.409709 -0.023 -0.161 -0.261
```
Forces are in eV/Å.

Record 3
# C4H4F12LiN2O10S4

C4H4F12LiN2O10S4 as an isolated structure at a distorted geometry (wB97M-V/def2-TZVPD, the Open Molecules 2025 dataset).

Properties
charge	-1
energy	-3815.595986	Ha
largest force on an atom	1.5	eV Å⁻¹
HOMO level	-7.3	eV
orbital gap	0.3353	Ha
energy above the lowest of the compared OMol25 structures with the same formula, charge and spin	0.0	kcal/mol

```
37
Properties=species:S:1:pos:R:3:forces:R:3
Li -8.163356 -1.161747 16.573669 0.081 0.372 0.842
C -7.424644 1.731429 22.184101 0.195 0.030 -0.531
F -8.333292 1.229830 23.015030 -0.095 0.072 0.234
F -7.695843 3.014553 21.945536 -0.137 -0.119 0.220
F -6.225924 1.650929 22.760535 0.066 0.123 0.173
S -7.434654 0.740548 20.617379 1.490 0.403 -0.079
O -6.530565 -0.337717 20.873890 0.208 -0.325 0.242
O -8.806716 0.419466 20.401270 -0.911 -0.051 -0.094
N -6.776602 1.781483 19.581827 -1.050 -0.351 -0.374
S -7.762995 1.975135 18.332157 -0.226 -0.242 0.069
O -7.897697 0.756203 17.564883 -0.016 -0.039 -0.379
O -8.955481 2.715425 18.609945 0.054 0.192 -0.049
C -6.829793 3.053482 17.163704 0.493 0.355 0.213
F -7.696785 3.482458 16.254264 -0.051 -0.008 -0.042
F -6.278239 4.123724 17.759413 -0.150 -0.291 -0.037
F -5.864609 2.382229 16.533151 0.072 -0.023 0.116
C -11.331456 0.534255 16.267880 0.173 -0.287 0.167
F -12.628424 0.841378 16.241306 -0.009 0.082 0.028
F -10.630088 1.519692 15.729819 -0.147 0.049 -0.024
F -10.953740 0.379903 17.540523 -0.039 0.127 0.024
S -11.068143 -1.071197 15.375002 -0.117 -0.188 0.891
O -11.364904 -2.090629 16.327143 0.223 -0.110 0.514
O -11.896872 -1.002034 14.220326 0.099 0.288 -0.722
N -9.471094 -1.014160 15.110522 -0.811 -0.021 -1.200
S -9.189778 -0.688135 13.544083 0.226 0.071 -0.577
O -9.458550 -1.780722 12.658266 0.100 -0.143 0.170
O -9.586024 0.621873 13.125059 0.146 0.092 0.226
C -7.346083 -0.626256 13.630984 0.251 -0.553 0.299
F -6.838079 -0.034289 12.557726 -0.117 -0.151 0.005
F -6.940209 0.039678 14.715002 0.118 0.267 0.217
F -6.824623 -1.873367 13.734022 -0.182 0.447 -0.225
O -6.475041 -2.118915 16.764103 0.141 -0.194 -0.103
H -6.278979 -2.623546 17.559105 -0.036 0.149 0.053
H -5.627349 -1.945511 16.343530 -0.079 0.074 -0.048
O -8.788115 -1.739581 18.446764 -0.143 -0.349 -0.233
H -9.430220 -1.202240 18.930208 0.218 0.188 -0.043
H -8.485659 -2.399904 19.074834 -0.040 0.063 0.056
```
Forces are in eV/Å.

Record 4
# C4H4F2

An isolated molecule of C4H4F2 at a distorted geometry (wB97M-V/def2-TZVPD, the Open Molecules 2025 dataset).

Properties
charge	0
energy	-354.475146	Ha
largest force on an atom	2.1	eV Å⁻¹
HOMO level	-10.5	eV
SMILES	C#CCC(F)F
orbital gap	0.4231	Ha
energy above the lowest of the compared OMol25 structures with the same formula, charge and spin	16.0	kcal/mol

```
10
Properties=species:S:1:pos:R:3:forces:R:3
C -0.341318 -0.178353 2.189159 0.015 -0.477 1.044
C -0.249477 0.283067 1.099459 0.349 0.586 -0.563
C -0.125018 0.699725 -0.292564 -0.593 1.092 1.650
C 0.472009 -0.386456 -1.057314 -0.352 -1.107 -0.282
F -0.441202 -1.407223 -0.890152 0.526 -0.625 -0.520
F 0.432607 -0.026146 -2.358676 0.537 -0.258 -0.562
H -0.394383 -0.640132 3.146162 -0.064 0.125 0.010
H 0.319149 1.677036 -0.418625 0.405 0.099 -0.012
H -1.129191 0.745507 -0.667226 -0.623 0.330 -0.431
H 1.456824 -0.767026 -0.750222 -0.200 0.235 -0.334
```
Forces are in eV/Å.

Record 5
# C4H4F2

An isolated molecule of C4H4F2 at a distorted geometry (wB97M-V/def2-TZVPD, the Open Molecules 2025 dataset).

Properties
charge	0
energy	-354.472430	Ha
largest force on an atom	2.7	eV Å⁻¹
HOMO level	-11.1	eV
SMILES	C#CC(C)(F)F
orbital gap	0.4448	Ha
energy above the lowest of the compared OMol25 structures with the same formula, charge and spin	17.7	kcal/mol

```
10
Properties=species:S:1:pos:R:3:forces:R:3
C -1.807905 0.600612 1.691673 0.149 -0.274 0.622
C -1.372084 -0.036180 0.779582 -0.658 0.777 1.481
C -0.960758 -0.604863 -0.447479 1.126 -0.332 -2.458
C 0.533051 -0.515177 -0.761856 1.569 0.293 0.616
F -1.302557 -1.898173 -0.574558 -0.465 -1.186 0.438
F -1.712425 0.013004 -1.430597 0.322 0.371 -0.156
H -2.134605 1.038240 2.608692 -0.035 0.118 -0.222
H 1.098712 -1.429553 -0.399124 -1.001 0.951 -0.381
H 1.002188 0.343816 -0.225443 -0.483 -0.515 -0.434
H 0.757797 -0.380435 -1.836245 -0.523 -0.202 0.494
```
Forces are in eV/Å.

Record 6
# C4H4F2N2O

A 2-piece molecular cluster, C4H4F2N2O overall at a distorted geometry (wB97M-V/def2-TZVPD, the Open Molecules 2025 dataset).

Properties
charge	0
energy	-539.290066	Ha
largest force on an atom	4.6	eV Å⁻¹
HOMO level	-8.7	eV
SMILES	c1c[nH]cn1.O=C(F)F
orbital gap	0.3478	Ha
energy above the lowest of the compared OMol25 structures with the same formula, charge and spin	3.4	kcal/mol

```
13
Properties=species:S:1:pos:R:3:forces:R:3
C 0.876882 0.671173 0.866784 0.012 -1.547 -0.311
C 1.333839 -0.549238 0.461367 0.279 -2.387 3.642
N 1.350894 -0.514175 -0.861134 2.169 -3.167 -2.601
C 0.912098 0.679909 -1.221391 0.453 2.725 -1.865
N 0.646021 1.450506 -0.200719 -0.713 0.486 -0.636
H 0.406495 0.807957 1.776313 -0.174 0.923 1.988
H 1.516819 -1.508747 1.076544 -0.220 1.889 -1.296
H 1.886740 -1.230799 -1.447641 -1.535 1.707 1.016
H 0.970291 1.101913 -2.223186 -0.146 -0.597 0.097
O -1.718186 -1.008135 -0.164491 1.775 -2.233 -1.026
C -2.395811 -0.306647 0.432874 -1.601 2.562 -0.083
F -3.472680 -0.603060 1.100438 -0.395 -0.494 0.697
F -2.313406 1.009348 0.404236 0.096 0.132 0.378
```
Forces are in eV/Å.